[1]
Here is C4H7NO in the gas phase in a non-equilibrium geometry from OMol25. Energies are from wB97M-V/def2-TZVPD.

Results
Highest occupied orbital energy, eV: -10.158
ΔE to the lowest compared entry with this formula, charge and spin, kcal per mole: 53.5
Gap between HOMO and LUMO, Ha: 0.406
Max |F|, hartree/bohr: 0.0492
SMILES: N#CCCCO

Last column: Mulliken charge in e.
Atoms and positions in Å:
N -1.286 -0.137 1.804  -0.532
C -0.177 -0.441 1.671  0.426
C 1.090 -0.708 1.034  -0.472
C 0.567 -0.349 -0.575  -0.669
C -0.733 0.403 -0.884  -0.517
O -0.713 1.766 -0.544  -0.521
H 1.893 -0.071 1.462  0.264
H 1.414 -1.757 1.214  0.279
H 1.349 0.251 -1.053  0.335
H 0.428 -1.321 -1.067  0.337
H -0.516 0.231 -1.973  0.251
H -1.694 -0.078 -0.636  0.477
H -1.609 2.076 -0.360  0.341

=====

[2]
Here is 2 unconnected molecules or ions with the total composition C4H7NO in a non-equilibrium geometry from OMol25. Energies are from wB97M-V/def2-TZVPD.

Results
Highest occupied orbital energy, eV: -10.015
ΔE to the lowest compared entry with this formula, charge and spin, kcal per mole: 40.1
Gap between HOMO and LUMO, Ha: 0.405
Max |F|, hartree/bohr: 0.0235
SMILES: CCC=O.C#N

Last column: Mulliken charge in e.
Atoms and positions in Å:
C -1.627 -0.390 0.175  -1.021
C -0.619 0.606 -0.401  -0.235
C 0.513 0.977 0.520  -0.074
O 1.612 1.331 0.153  -0.511
H -1.266 -1.418 0.077  0.290
H -2.584 -0.311 -0.351  0.298
H -1.817 -0.191 1.237  0.310
H -0.206 0.269 -1.357  0.264
H -1.116 1.569 -0.587  0.361
H 0.267 0.959 1.605  0.311
C 2.335 -1.258 -0.420  0.128
N 1.415 -1.945 -0.541  -0.399
H 3.156 -0.581 -0.290  0.279

=====

[3]
Here is C4H7NO in the gas phase from OMol25. Energies are from wB97M-V/def2-TZVPD.

Results
Highest occupied orbital energy, eV: -9.819
ΔE to the lowest compared entry with this formula, charge and spin, kcal per mole: 19.1
Gap between HOMO and LUMO, Ha: 0.396
Max |F|, hartree/bohr: 0.0077
SMILES: NC(=O)C1CC1

Last column: Mulliken charge in e.
Atoms and positions in Å:
N 2.053 -0.394 -0.187  -0.410
C 1.103 0.491 0.247  0.322
O 1.323 1.681 0.376  -0.601
C -0.222 -0.159 0.566  -0.057
C -1.138 -0.523 -0.576  -0.542
C -1.466 0.629 0.329  -0.590
H 1.773 -1.305 -0.516  0.239
H 2.913 -0.008 -0.546  0.241
H -0.192 -0.835 1.417  0.398
H -0.806 -0.293 -1.585  0.248
H -1.724 -1.434 -0.493  0.272
H -2.292 0.520 1.024  0.253
H -1.325 1.632 -0.060  0.226

=====

[4]
Here is C4H7NO in the gas phase from OMol25. Energies are from wB97M-V/def2-TZVPD.

Results
Highest occupied orbital energy, eV: -9.046
ΔE to the lowest compared entry with this formula, charge and spin, kcal per mole: 68.1
Gap between HOMO and LUMO, Ha: 0.369
Max |F|, hartree/bohr: 0.0140
SMILES: C=C=NCOC

Last column: Mulliken charge in e.
Atoms and positions in Å:
C 0.547 -2.336 0.745  -0.776
C -0.003 -1.909 -0.357  0.614
N -0.498 -1.350 -1.329  -0.571
C -0.506 0.102 -1.153  -0.318
O -0.016 0.506 0.094  -0.254
C 0.101 1.912 0.113  -0.727
H -0.075 -2.463 1.622  0.251
H 1.627 -2.355 0.812  0.248
H 0.108 0.522 -1.958  0.363
H -1.545 0.433 -1.263  0.338
H 1.093 2.228 -0.239  0.269
H -0.659 2.397 -0.520  0.327
H -0.041 2.244 1.143  0.235

=====

[5]
Here is 2 unconnected molecules or ions with the total composition C4H7NO in a non-equilibrium geometry from OMol25. Energies are from wB97M-V/def2-TZVPD.

Results
Highest occupied orbital energy, eV: -7.888
ΔE to the lowest compared entry with this formula, charge and spin, kcal per mole: 62.4
Gap between HOMO and LUMO, Ha: 0.330
Max |F|, hartree/bohr: 0.0800

Last column: Mulliken charge in e.
Atoms and positions in Å:
C 0.865 -0.024 -0.044  0.469
C -1.239 -0.253 -0.026  0.584
C 1.611 -1.290 0.024  -1.071
C -1.922 1.044 0.039  -0.928
N 1.125 1.181 -0.140  -0.532
O -1.629 -1.373 -0.065  -0.479
H 1.123 -2.044 -0.590  0.267
H 1.611 -1.647 1.054  0.263
H 2.643 -1.151 -0.305  0.366
H -1.253 1.834 -0.288  0.263
H -2.197 1.216 1.079  0.241
H -2.834 1.012 -0.558  0.335
H 2.096 1.496 -0.178  0.222

=====

[6]
Here is 2 unconnected molecules or ions with the total composition C4H7NO in a non-equilibrium geometry from OMol25. Energies are from wB97M-V/def2-TZVPD.

Results
Highest occupied orbital energy, eV: -10.002
ΔE to the lowest compared entry with this formula, charge and spin, kcal per mole: 42.4
Gap between HOMO and LUMO, Ha: 0.404
Max |F|, hartree/bohr: 0.0226
SMILES: CCC=O.C#N

Last column: Mulliken charge in e.
Atoms and positions in Å:
C 1.907 -0.121 0.373  -1.136
C 0.436 -0.539 0.176  -0.156
C -0.110 0.479 -0.785  -0.114
O -0.623 1.529 -0.468  -0.512
H 2.303 0.368 -0.527  0.324
H 1.978 0.607 1.186  0.308
H 2.553 -0.973 0.592  0.323
H 0.353 -1.545 -0.257  0.308
H -0.121 -0.515 1.117  0.269
H 0.084 0.249 -1.856  0.368
C -2.939 0.180 0.152  0.145
N -2.775 -0.955 0.282  -0.407
H -3.046 1.237 0.014  0.279

=====

[7]
Here is a molecular structure, C4H7NO from OMol25. Energies are from wB97M-V/def2-TZVPD.

Results
Highest occupied orbital energy, eV: -9.397
ΔE to the lowest compared entry with this formula, charge and spin, kcal per mole: 85.1
Gap between HOMO and LUMO, Ha: 0.378
Max |F|, hartree/bohr: 0.0140

Last column: Mulliken charge in e.
Atoms and positions in Å:
N 2.418 -0.139 -0.048  -0.627
C 1.334 -0.291 0.447  0.354
C 0.072 -1.000 0.758  -0.446
C -0.878 -0.469 -0.330  -0.627
C -0.638 1.063 -0.423  -0.270
O 0.623 1.331 0.152  -0.616
H 1.761 0.984 -0.318  0.528
H 0.224 -2.080 0.691  0.306
H -0.273 -0.744 1.764  0.255
H -1.919 -0.710 -0.101  0.343
H -0.624 -0.954 -1.278  0.266
H -1.404 1.603 0.148  0.285
H -0.697 1.406 -1.462  0.249

=====

[8]
Here is C4H7NO in the gas phase in a non-equilibrium geometry from OMol25. Energies are from wB97M-V/def2-TZVPD.

Results
Highest occupied orbital energy (alpha / beta), eV: -8.776 / -8.774
ΔE to the lowest compared entry with this formula, charge and spin, kcal per mole: 82.9
Gap between HOMO and LUMO (alpha / beta), Ha: 0.337 / 0.337
Max |F|, hartree/bohr: 0.0341

Last column: Mulliken charge in e.
Atoms and positions in Å:
C -0.910 -1.111 -0.277  -1.165
C -0.042 0.105 -0.226  1.001
C 1.392 -0.023 -0.648  -1.159
O -0.100 1.344 1.833  -0.489
C -0.429 1.239 0.512  0.092
N -0.963 1.904 -0.387  -0.565
H -0.414 -1.944 0.252  0.322
H -1.882 -0.940 0.192  0.358
H -1.050 -1.432 -1.310  0.295
H 2.023 0.722 -0.154  0.351
H 1.468 0.094 -1.728  0.288
H 1.781 -1.022 -0.394  0.337
H -0.872 1.064 2.335  0.333

=====

> The highest ΔE to the lowest compared entry with this formula, charge and spin belongs to which entry?

number 7